Formula: C20H18AuBrN6S
Source: the OMol25 dataset
Level of theory: wB97M-V/def2-TZVPD

Geometry as XYZ:
```
47
Properties=species:S:1:pos:R:3
Au 1.09 -1.13 1.11
C 5.22 -0.59 0.64
C 3.79 -1.00 0.60
N 2.92 -0.46 1.41
N 3.20 0.48 2.33
C 2.15 0.99 2.92
N 2.33 1.94 3.83
S 0.47 0.53 2.61
C 3.25 -1.96 -0.38
C 3.90 -2.24 -1.52
C 3.39 -3.05 -2.61
C 2.11 -3.28 -2.92
C 0.91 -2.66 -2.25
N 2.03 -2.50 0.05
H 5.44 -0.09 1.57
H 5.42 0.10 -0.18
H 5.86 -1.47 0.52
H 3.27 2.25 4.05
H 1.56 2.35 4.33
H 4.91 -1.87 -1.61
H 4.13 -3.49 -3.26
H 1.91 -3.94 -3.76
H 0.02 -3.12 -2.67
Br -5.55 -4.84 0.76
C -3.90 -4.13 0.53
C -2.98 -4.79 -0.36
C -1.75 -4.29 -0.54
C -1.34 -3.08 0.17
C -2.31 -2.43 1.05
C -3.54 -2.94 1.22
N -0.18 -2.53 0.05
C 0.96 -3.05 -0.74
C 0.78 -1.16 -2.51
C 0.84 -0.71 -3.82
C 0.68 0.65 -4.06
C 0.47 1.50 -2.99
C 0.43 0.96 -1.72
N 0.57 -0.35 -1.48
H -3.30 -5.69 -0.86
H -1.05 -4.78 -1.20
H -1.99 -1.52 1.55
H -4.27 -2.47 1.87
H 0.98 -4.15 -0.71
H 1.01 -1.40 -4.63
H 0.72 1.03 -5.07
H 0.35 2.57 -3.13
H 0.26 1.59 -0.85
```

The molecular weight comes out at 651.34 g/mol. For the HOMO energy, the calculation gives -13.567 eV. The orbital gap is 3.682 eV. Its charge is +2.

Mulliken atomic charge list, values in e, 5 entries: 0.86, -1.55, 1.09, 0.51, -1.41


Formula: CH29O17
Source: the OMol25 dataset
Level of theory: wB97M-V/def2-TZVPD

Geometry as XYZ:
```
47
Properties=species:S:1:pos:R:3
C -0.09 0.42 -0.35
O 0.84 -0.02 -1.06
O -0.44 -0.07 0.83
O -0.70 1.44 -0.63
H 0.04 -0.85 1.17
O -1.43 -2.81 0.09
H -1.73 -2.04 -0.36
H -1.65 -2.68 1.03
O 2.19 -0.10 3.39
H 1.91 -0.78 2.81
H 3.15 -0.04 3.30
O 2.79 1.27 0.54
H 2.25 2.07 0.63
H 2.14 0.66 0.32
O 0.78 -3.09 -1.70
H 1.51 -2.47 -1.46
H 0.11 -2.89 -1.05
O -1.65 0.46 -3.01
H -1.10 0.70 -2.31
H -2.28 -0.12 -2.58
O 0.42 -1.43 -3.80
H -0.21 -0.80 -3.42
H 0.52 -2.16 -3.15
O -2.25 -2.24 2.53
H -2.03 -1.45 3.02
H -2.99 -1.95 2.01
O -3.50 1.37 -0.32
H -3.51 1.86 -1.19
H -2.55 1.39 -0.19
O 3.01 -1.50 -1.20
H 2.27 -0.90 -1.14
H 3.53 -1.24 -1.93
O 2.26 1.49 -2.68
H 3.12 1.12 -2.59
H 1.67 0.95 -2.18
O -0.58 4.10 -1.11
H -1.38 4.20 -0.63
H -0.55 3.17 -1.11
O -2.40 1.01 2.98
H -2.63 1.53 3.79
H -1.87 1.62 2.48
O -0.70 2.68 1.60
H 0.12 2.42 2.01
H -0.72 2.04 0.91
O 1.22 -1.92 1.71
H 0.90 -2.42 2.47
H 2.17 -2.00 1.52
```

The molecular weight comes out at 313.23 g/mol. For the HOMO energy, the calculation gives -6.916 eV. The orbital gap is 9.078 eV. Its charge is -1.

Mulliken atomic charge list, values in e, 5 entries: -0.42, 0.47, 0.15, -0.48, 0.20


Formula: C72H52AsCsI2N10O2S
Source: the OMol25 dataset
Level of theory: wB97M-V/def2-TZVPD

Geometry as XYZ:
```
141
Properties=species:S:1:pos:R:3
Cs 0.19 -1.05 0.89
C 0.34 -4.94 -2.16
C 0.07 -3.56 -2.33
N -1.00 -2.97 -1.86
C -1.91 -3.71 -1.17
C -1.76 -5.11 -0.99
C -0.58 -5.70 -1.50
C -2.76 -5.87 -0.32
C -3.86 -5.22 0.17
C -4.03 -3.84 0.04
C -3.08 -3.02 -0.62
N -3.12 -1.69 -0.71
C -4.24 -0.95 -0.58
C -5.52 -1.35 -0.98
C -6.64 -0.52 -0.84
C -6.55 0.74 -0.29
C -5.27 1.22 0.10
C -5.08 2.50 0.65
C -3.83 2.93 0.97
C -2.74 2.06 0.73
N -2.87 0.87 0.24
C -4.12 0.41 -0.07
H 1.26 -5.36 -2.54
H 0.78 -2.93 -2.86
H -0.41 -6.76 -1.34
H -2.62 -6.94 -0.20
H -4.62 -5.79 0.69
H -4.89 -3.36 0.48
H -5.63 -2.33 -1.41
H -7.61 -0.89 -1.16
H -7.42 1.37 -0.17
H -5.95 3.14 0.81
H -3.66 3.91 1.40
H -1.72 2.39 0.95
C 2.45 3.55 -3.39
C 2.54 2.31 -2.74
N 2.70 2.18 -1.45
C 2.77 3.30 -0.67
C 2.70 4.60 -1.23
C 2.54 4.68 -2.64
C 2.79 5.75 -0.42
C 2.96 5.58 0.94
C 3.04 4.31 1.52
C 2.95 3.12 0.77
N 2.94 1.89 1.30
C 3.65 1.57 2.40
C 4.89 2.14 2.74
C 5.62 1.74 3.86
C 5.18 0.75 4.71
C 3.96 0.11 4.40
C 3.45 -0.96 5.18
C 2.29 -1.58 4.84
C 1.60 -1.10 3.71
N 2.01 -0.11 2.97
C 3.19 0.50 3.27
H 2.31 3.60 -4.47
H 2.47 1.38 -3.31
H 2.47 5.67 -3.09
H 2.74 6.74 -0.87
H 3.02 6.45 1.58
H 3.16 4.22 2.59
H 5.29 2.91 2.09
H 6.58 2.22 4.06
H 5.75 0.43 5.57
H 4.02 -1.29 6.05
H 1.90 -2.42 5.40
H 0.68 -1.60 3.40
C -0.91 6.36 -2.82
N -0.93 5.22 -3.71
C -0.92 5.25 -5.10
C -0.90 3.98 -5.52
N -0.90 3.16 -4.40
C -0.92 3.93 -3.24
S -0.89 3.50 -1.65
C -0.84 1.73 -4.48
C -0.25 1.14 -5.59
C -0.29 -0.24 -5.68
C -0.87 -0.97 -4.66
C -1.37 -0.28 -3.56
N -1.38 1.05 -3.49
H -1.02 7.27 -3.42
H 0.02 6.39 -2.26
H -1.72 6.28 -2.10
H -0.95 6.17 -5.65
H -0.94 3.59 -6.52
H 0.25 1.74 -6.34
H 0.15 -0.74 -6.53
H -0.91 -2.05 -4.68
H -1.75 -0.82 -2.70
I 1.21 -6.54 1.91
C 2.32 -5.37 0.58
C 3.28 -6.01 -0.22
C 4.04 -5.28 -1.09
I 5.45 -6.32 -2.26
C 3.88 -3.87 -1.20
C 4.68 -3.03 -2.01
C 4.46 -1.69 -2.03
C 3.42 -1.15 -1.25
N 2.66 -1.90 -0.49
C 2.88 -3.24 -0.42
C 2.01 -3.99 0.52
O 1.12 -3.41 1.20
H 3.41 -7.08 -0.14
H 5.47 -3.48 -2.61
H 5.08 -1.03 -2.63
H 3.21 -0.08 -1.23
O -1.20 0.21 2.48
As -1.72 -0.41 3.91
C -1.74 -2.33 4.01
C -1.70 -3.04 2.80
C -1.73 -4.42 2.82
C -1.83 -5.09 4.03
C -1.90 -4.39 5.23
C -1.86 -3.00 5.22
C -3.58 0.07 4.17
C -3.95 1.40 4.31
C -5.28 1.76 4.35
C -6.27 0.79 4.24
C -5.91 -0.55 4.09
C -4.57 -0.91 4.06
C -0.76 0.40 5.38
C -0.33 -0.23 6.54
C 0.38 0.49 7.49
C 0.66 1.84 7.29
C 0.25 2.46 6.12
C -0.45 1.74 5.16
H -1.65 -2.50 1.87
H -1.68 -4.97 1.89
H -1.84 -6.18 4.04
H -1.99 -4.92 6.17
H -1.96 -2.46 6.15
H -3.19 2.17 4.35
H -5.56 2.80 4.44
H -7.31 1.07 4.25
H -6.67 -1.31 3.98
H -4.30 -1.94 3.91
H -0.50 -1.28 6.70
H 0.74 -0.01 8.38
H 1.24 2.39 8.02
H 0.49 3.50 5.94
H -0.70 2.20 4.21
```

The molecular weight comes out at 1582.98 g/mol. For the HOMO energy, the calculation gives -1.526 eV. The orbital gap is 4.851 eV. Its charge is -2.

Mulliken atomic charge list, values in e, 5 entries: 3.45, -0.97, -0.48, 0.35, 0.24


Formula: C7H7F
Source: the OMol25 dataset
Level of theory: wB97M-V/def2-TZVPD

Geometry as XYZ:
```
15
Properties=species:S:1:pos:R:3
F -2.70 -0.50 -0.03
C -1.82 0.49 0.05
C -0.47 0.38 -0.14
C 0.45 1.45 0.15
C 1.71 1.06 -0.05
C 1.78 -0.41 -0.32
C 1.15 -1.34 0.68
C 0.32 -0.86 -0.48
H -2.20 1.40 0.51
H 0.12 2.51 0.30
H 2.56 1.72 0.00
H 2.58 -0.91 -0.83
H 1.55 -2.34 0.55
H 0.91 -1.00 1.67
H 0.05 -1.56 -1.29
```

The molecular weight comes out at 110.13 g/mol. For the HOMO energy, the calculation gives -8.155 eV. The orbital gap is 9.224 eV. The SMILES is F/C=C1/C=C[C@H]2C[C@@H]12.

Mulliken atomic charge list, values in e, 5 entries: -0.25, -0.26, 0.41, -0.61, -0.57